105
Properties=species:S:1:pos:R:3:forces:R:3 method="wB97M-V/def2-TZVPD" fmax_ev_per_a=0.5 total_energy_ev=-97553.6698 lumo_energy_ev=3.654 spin_multiplicity=1 charge=-2 de_lowest_kcal_mol=26.9
Ag -0.984794 0.461555 -0.252911 0.489 0.093 0.014
C -3.799200 1.526380 4.208639 -0.058 -0.004 -0.004
C -3.535126 2.524156 3.085021 -0.061 0.032 0.072
S -2.720200 1.886552 1.612947 -0.147 0.076 -0.043
C -3.948365 0.709270 0.994436 0.050 -0.083 -0.012
C -3.904678 -0.725955 1.555560 -0.092 0.072 0.014
S -2.231186 -1.390590 1.689349 0.095 0.023 -0.248
C -1.982150 -1.819810 3.433962 0.036 0.052 0.093
C -2.709701 -1.078716 4.549486 -0.102 -0.053 0.016
S -2.315633 0.669210 4.802137 -0.056 -0.090 0.118
H -4.520958 0.775550 3.890797 -0.008 0.006 -0.015
H -4.242729 2.055289 5.055949 -0.003 0.004 0.001
H -2.865730 3.311254 3.440441 -0.003 -0.004 0.007
H -4.481079 3.003574 2.811317 0.000 0.006 0.019
H -3.760165 0.664657 -0.081236 0.022 0.015 0.005
H -4.949650 1.130830 1.126167 -0.010 -0.016 -0.008
H -4.447279 -1.375658 0.865867 -0.003 0.003 -0.008
H -4.395081 -0.784430 2.524690 -0.001 -0.028 0.018
H -0.903428 -1.713681 3.567973 -0.001 0.025 0.010
H -2.220635 -2.880589 3.556833 0.013 0.004 -0.007
H -2.449970 -1.580916 5.484447 0.009 -0.011 -0.003
H -3.792284 -1.172900 4.456402 0.001 -0.019 -0.020
C 1.346214 -1.302735 -2.302189 -0.097 -0.092 -0.119
N 0.260897 -0.335669 -2.194801 0.183 0.074 0.026
C -0.092437 0.318513 -3.229522 -0.142 0.079 -0.004
C -1.128613 1.325695 -3.188179 0.172 -0.073 -0.014
C -1.606792 2.108266 -4.240526 -0.090 0.047 0.014
C -2.594213 2.939754 -3.685536 0.051 -0.054 0.001
C -2.648763 2.607308 -2.327048 0.018 0.035 -0.009
N -1.765109 1.641498 -2.024915 -0.141 -0.112 0.160
C 1.255178 -2.207048 -3.514166 -0.003 -0.024 0.038
C 0.041342 -2.834284 -3.799122 0.067 0.015 -0.017
C -0.075112 -3.674372 -4.894706 0.004 0.009 -0.014
C 1.023243 -3.900852 -5.719940 0.002 0.000 0.015
C 2.233581 -3.282306 -5.442954 -0.007 0.014 0.019
C 2.345678 -2.435273 -4.343690 0.002 0.005 -0.014
H 1.317933 -1.915820 -1.397662 -0.020 -0.012 -0.016
H 2.315862 -0.789824 -2.287047 -0.026 0.049 -0.026
H 0.370869 0.141570 -4.208142 -0.015 -0.010 -0.003
H -1.283546 2.055372 -5.270463 0.004 0.010 -0.003
H -3.195065 3.680571 -4.192996 -0.002 0.000 -0.005
H -3.280402 3.034816 -1.558730 0.003 0.004 0.004
H -0.815601 -2.644499 -3.157058 0.036 -0.001 0.000
H -1.031606 -4.144304 -5.094552 0.016 0.002 -0.017
H 0.931278 -4.555093 -6.579480 -0.001 0.000 -0.006
H 3.090421 -3.448082 -6.086625 0.007 0.000 -0.001
H 3.287889 -1.939283 -4.133187 0.011 -0.004 -0.004
F -4.275922 -5.388099 -6.172079 -0.006 -0.005 -0.001
C -3.887562 -4.652999 -5.058973 0.035 0.008 -0.007
C -3.280243 -5.285348 -3.990657 -0.001 -0.026 0.081
C -2.899551 -4.557138 -2.877280 -0.035 -0.037 -0.003
C -3.118279 -3.139060 -2.754516 -0.050 0.037 0.031
C -2.717930 -2.404647 -1.647094 -0.208 -0.123 0.010
C -3.737748 -2.549932 -3.914072 0.003 0.005 -0.015
C -4.109500 -3.285845 -5.021551 -0.009 0.065 0.008
H -3.098803 -6.354776 -4.037199 0.007 0.003 0.004
H -2.411438 -5.072797 -2.056044 -0.001 -0.006 -0.004
H -2.198043 -2.886991 -0.829295 -0.024 -0.004 0.027
H -2.875179 -1.331291 -1.593582 0.074 -0.010 -0.097
H -3.897048 -1.476599 -3.917678 -0.008 -0.001 -0.003
H -4.568659 -2.797719 -5.875299 0.004 0.004 0.006
C 2.582019 4.935741 0.184828 0.023 0.064 -0.001
C 2.801525 3.442851 -0.031229 -0.038 -0.094 0.176
C 4.235126 3.173379 -0.481028 0.051 0.044 -0.042
C 1.814251 2.915736 -1.059529 -0.104 0.017 -0.107
O 2.613297 2.834949 1.241443 0.005 -0.082 -0.048
Si 2.162512 1.272541 1.621327 -0.155 -0.022 0.051
O 0.766622 0.785780 1.133274 -0.027 0.036 0.005
O 3.455357 0.345391 1.109459 0.067 0.099 0.072
C 3.735805 -1.001258 1.460895 -0.179 0.068 -0.050
C 4.617798 -1.004017 2.708154 0.048 -0.048 0.019
C 4.487424 -1.600876 0.278634 0.031 -0.056 -0.034
C 2.452014 -1.792320 1.718103 0.009 -0.064 -0.001
O 2.324089 1.261184 3.288743 0.082 0.119 0.090
C 1.685292 2.123259 4.221333 -0.059 -0.063 -0.185
C 2.589861 3.328979 4.467394 0.024 0.022 0.073
C 1.522240 1.309074 5.500451 0.018 0.028 0.064
C 0.312273 2.581050 3.723424 0.088 -0.085 -0.080
H 2.785544 5.496098 -0.731058 0.000 0.004 -0.002
H 3.241236 5.298209 0.977432 0.002 -0.002 -0.012
H 1.548024 5.119082 0.481586 -0.002 -0.012 0.012
H 4.430946 3.649456 -1.446099 0.016 -0.006 0.002
H 4.398762 2.099147 -0.571605 -0.018 -0.001 0.008
H 4.938538 3.564556 0.258255 -0.007 0.003 -0.004
H 1.910657 3.467137 -1.999274 0.007 -0.017 0.007
H 0.786727 3.007370 -0.705845 -0.001 0.017 0.012
H 1.988634 1.860688 -1.258590 -0.009 -0.144 -0.029
H 5.571605 -0.516664 2.491930 -0.006 0.015 0.005
H 4.813163 -2.028000 3.041386 0.019 0.006 -0.014
H 4.121132 -0.455456 3.508109 -0.026 0.002 -0.007
H 5.368672 -0.994715 0.058399 0.004 0.003 0.002
H 3.848876 -1.615543 -0.606149 -0.006 0.005 0.026
H 4.806908 -2.623692 0.495966 0.002 0.003 -0.004
H 1.955277 -1.437914 2.623845 0.007 0.021 -0.010
H 2.683975 -2.855382 1.834030 0.000 0.013 0.013
H 1.752738 -1.659664 0.891884 0.021 -0.006 0.021
H 3.540483 3.002974 4.897628 0.003 0.001 -0.018
H 2.114959 4.033938 5.156937 0.012 -0.008 0.011
H 2.790577 3.832577 3.522184 -0.016 -0.014 -0.015
H 2.495543 0.926573 5.816237 -0.004 -0.011 0.004
H 0.856445 0.464493 5.318112 -0.003 -0.014 -0.005
H 1.102180 1.917977 6.306266 -0.007 -0.011 -0.015
H 0.413866 3.228842 2.852301 0.045 0.041 -0.055
H -0.205176 3.133786 4.514920 -0.011 -0.024 0.007
H -0.284999 1.716947 3.425818 0.114 0.182 -0.004

110
Properties=species:S:1:pos:R:3:forces:R:3 method="wB97M-V/def2-TZVPD" fmax_ev_per_a=0.5 total_energy_ev=-165918.7665 lumo_energy_ev=3.520 spin_multiplicity=1 charge=-2 de_lowest_kcal_mol=5.2
K -0.013629 -0.019891 -0.454336 -0.062 0.200 0.409
C 2.809161 -2.140911 -0.826477 -0.039 0.059 -0.013
P 1.484304 -3.066754 0.039624 -0.173 0.053 0.091
C 1.620088 -4.716335 -0.766285 0.041 -0.001 -0.028
C 2.316649 -3.353126 1.661977 0.086 -0.083 -0.082
C 3.372633 -4.250768 1.801657 -0.024 0.003 -0.005
C 4.027615 -4.412584 3.012740 0.005 0.002 0.013
C 3.628918 -3.656164 4.103763 0.021 -0.016 0.016
C 2.576886 -2.761445 3.977725 -0.010 0.009 0.001
C 1.896865 -2.601179 2.770806 0.006 0.032 0.101
P 0.507005 -1.395834 2.557801 0.075 -0.083 -0.074
C 0.535450 -0.489089 4.151516 -0.039 0.044 -0.027
C -0.909572 -2.526071 2.879306 -0.031 -0.005 0.001
H 3.758772 -2.682238 -0.845730 -0.016 -0.024 0.006
H 2.950218 -1.184870 -0.315450 0.011 0.000 -0.003
H 2.484974 -1.909803 -1.843556 0.029 0.007 -0.020
H 2.641650 -5.087702 -0.876363 0.007 0.016 0.000
H 1.181456 -4.618563 -1.761239 -0.009 -0.004 -0.004
H 1.027905 -5.443102 -0.208523 0.001 -0.007 -0.003
H 3.702082 -4.825162 0.943757 0.008 -0.007 0.008
H 4.851306 -5.111919 3.098799 -0.003 0.002 0.000
H 4.139315 -3.756438 5.055030 0.000 -0.001 -0.007
H 2.289786 -2.172663 4.838583 -0.010 0.010 0.003
H 0.428009 -1.128845 5.031001 0.006 -0.012 -0.007
H -0.303434 0.210558 4.125888 0.011 0.004 0.003
H 1.452465 0.097809 4.216013 0.014 0.018 0.010
H -0.811042 -3.108564 3.799236 0.031 0.014 -0.003
H -1.030028 -3.195994 2.026396 -0.009 -0.021 0.003
H -1.804763 -1.904326 2.930152 -0.062 -0.006 0.009
S 2.766674 1.206456 1.436689 -0.018 -0.015 0.042
C 1.402205 2.026598 2.014162 0.021 -0.007 -0.058
N 0.147348 1.847187 1.681425 0.083 0.021 0.029
C -0.705206 2.674022 2.374024 -0.052 0.017 0.020
C -2.094265 2.667081 2.239885 0.001 -0.003 0.015
C -2.852891 3.551269 2.986771 -0.013 0.013 0.019
C -2.248318 4.442391 3.874903 -0.008 0.007 0.003
C -0.869071 4.450428 4.031857 -0.014 -0.001 0.010
C -0.105444 3.564944 3.285385 0.031 -0.013 -0.009
S 1.610312 3.305064 3.253988 -0.005 0.015 0.016
H -2.551787 1.945727 1.571550 -0.028 -0.009 -0.027
H -3.931353 3.541550 2.885136 -0.012 0.005 0.000
H -2.857771 5.125350 4.454336 -0.008 0.007 0.000
H -0.399044 5.133714 4.728998 0.010 0.006 0.003
Cl 2.226204 5.961361 -4.734951 0.005 0.003 -0.006
C 1.975631 4.355896 -4.067973 0.007 0.008 -0.005
C 2.810800 3.339657 -4.439541 0.031 0.013 -0.023
C 2.646622 2.053531 -3.923258 -0.021 -0.031 0.025
I 3.938186 0.523144 -4.516419 0.003 0.009 -0.009
C 1.651361 1.706920 -2.983454 -0.001 0.050 -0.014
O 1.503274 0.573158 -2.472296 0.095 -0.091 -0.278
C 0.735106 2.814084 -2.652693 0.027 -0.011 -0.025
N -0.283835 2.497905 -1.824850 -0.035 0.042 0.082
C -1.113653 3.436681 -1.441784 0.044 0.001 0.022
C -1.004002 4.771634 -1.866473 -0.010 0.019 -0.001
C -0.001863 5.108950 -2.731644 -0.010 0.017 -0.009
C 0.910320 4.122898 -3.164749 -0.001 -0.019 0.006
H 3.611280 3.538025 -5.140443 -0.002 0.004 0.001
H -1.903887 3.141319 -0.759045 -0.012 -0.005 0.018
H -1.709353 5.509524 -1.507200 -0.002 0.005 0.000
H 0.109593 6.124885 -3.087800 -0.002 -0.006 0.002
C -0.891981 -0.164436 -4.478920 -0.011 -0.006 0.024
S -0.095250 -1.582532 -3.724614 0.197 0.078 -0.109
C -0.968278 -2.850609 -4.663453 -0.008 0.006 0.006
O -0.635830 -1.665456 -2.338610 -0.150 -0.335 -0.121
H -0.600659 -0.093187 -5.526673 0.019 -0.003 -0.019
H -0.529702 0.698407 -3.926401 -0.009 0.043 -0.001
H -1.972450 -0.258509 -4.367503 0.000 -0.017 -0.005
H -0.640251 -2.806196 -5.702224 0.003 0.002 -0.027
H -2.044701 -2.714724 -4.581509 -0.019 0.011 0.015
H -0.682252 -3.805637 -4.225964 0.000 -0.027 -0.009
C -3.095436 -3.958240 -0.611944 -0.037 0.013 -0.003
Si -4.314493 -2.547746 -0.953603 -0.025 -0.008 -0.063
C -6.044330 -3.338965 -0.797911 0.028 0.002 -0.010
C -4.175423 -2.202045 -2.818930 0.007 0.000 0.048
Si -3.726043 -0.650651 0.270990 -0.058 -0.013 0.071
Si -5.019602 -1.081384 2.184359 -0.043 -0.003 -0.030
C -4.509524 0.045707 3.624702 -0.013 -0.011 -0.011
C -6.913693 -0.889808 2.100001 0.036 -0.042 0.006
C -4.824483 -2.851933 2.860960 -0.042 0.046 -0.002
Si -5.162589 0.861868 -0.794183 0.007 0.007 0.011
C -4.360704 1.562788 -2.367574 -0.002 -0.014 0.044
C -6.895550 0.325694 -1.380544 0.044 0.025 0.007
C -5.473830 2.387806 0.297901 -0.017 -0.014 -0.046
H -3.298192 -4.826784 -1.248187 0.008 -0.021 -0.004
H -3.155582 -4.278486 0.431858 0.007 -0.003 0.020
H -2.076329 -3.611434 -0.801046 0.027 0.007 -0.009
H -6.140976 -4.144965 -1.534596 -0.012 -0.015 -0.002
H -6.829164 -2.605375 -0.994251 -0.008 0.007 0.002
H -6.227975 -3.767676 0.189398 0.022 0.021 0.021
H -4.179349 -3.135434 -3.392513 0.000 -0.014 -0.012
H -3.242452 -1.670362 -3.011993 0.005 0.004 0.010
H -5.004533 -1.582976 -3.169489 -0.012 0.017 -0.013
H -4.846414 1.072528 3.459799 0.012 0.022 -0.028
H -3.424262 0.084153 3.741550 0.025 -0.015 0.006
H -4.947036 -0.304825 4.565337 -0.014 0.012 0.024
H -7.207978 0.119670 1.807985 -0.013 0.035 -0.012
H -7.367142 -1.106134 3.073961 0.012 -0.006 0.015
H -7.329319 -1.586600 1.368171 -0.029 0.007 -0.014
H -3.785857 -3.174614 2.910797 0.113 -0.007 -0.001
H -5.365417 -3.572154 2.242844 0.013 0.005 -0.023
H -5.242284 -2.900528 3.872350 -0.010 -0.013 0.011
H -4.296472 0.803213 -3.150260 0.004 -0.033 -0.008
H -3.345516 1.908978 -2.163304 0.000 0.001 -0.028
H -4.939409 2.405552 -2.760456 -0.007 0.007 -0.013
H -6.829413 -0.490212 -2.103677 0.002 -0.013 -0.013
H -7.411128 1.162490 -1.865187 0.009 0.018 0.002
H -7.508824 -0.017586 -0.547315 -0.042 -0.026 0.027
H -4.533247 2.897682 0.518489 0.028 0.015 0.007
H -5.934755 2.121407 1.252350 -0.007 -0.015 0.012
H -6.131433 3.100417 -0.211054 -0.009 0.013 0.002